1.
Molecular formula: C39H58Cl39N3O4SSi
Method: DFT, ωB97M-V/def2-TZVPD

```
145
Properties=species:S:1:pos:R:3:forces:R:3
Cl -6.385 -0.369 -5.153 0.0 0.0 0.0
Cl 2.553 8.691 -6.860 -0.1 0.0 0.0
Cl 0.997 -5.734 -9.257 -0.1 0.1 0.0
Cl 5.977 3.151 9.044 0.4 -0.1 0.4
Cl 4.360 3.789 3.590 0.0 0.1 -0.3
Cl 2.849 -7.129 7.744 0.0 0.0 0.1
Cl 3.980 2.842 6.687 -0.4 0.0 0.0
Cl -1.290 7.519 0.359 0.0 0.0 0.1
Cl -1.045 5.206 2.092 0.1 0.0 0.0
Cl -2.572 -0.591 0.765 -0.5 1.6 1.5
Cl -1.990 -9.459 0.085 0.1 0.0 -0.1
Cl 1.204 3.799 -8.242 0.0 -0.4 -0.2
Cl -0.123 -6.039 -6.591 0.0 0.0 0.0
Cl -2.677 -6.685 0.595 -0.2 -0.1 0.0
Cl 0.522 10.488 3.822 0.0 0.1 0.1
Cl -4.242 6.094 2.372 -0.3 0.1 0.0
Cl 3.350 11.132 3.770 0.0 0.0 0.0
Cl 0.849 7.378 2.326 -0.2 0.0 -0.1
Cl -1.601 -6.981 -8.907 0.0 0.1 0.0
Cl -3.827 3.442 3.449 -0.2 0.3 0.2
Cl -8.008 -2.549 -4.131 0.0 0.0 0.0
Cl 1.502 3.304 3.731 0.0 0.0 0.0
Cl 4.906 -5.121 8.202 0.0 -0.1 0.1
Cl 5.498 -7.476 6.605 0.0 0.0 0.0
Cl 1.970 3.381 8.711 0.0 0.0 0.0
Cl 8.519 4.188 9.999 0.0 -0.1 0.0
Cl 2.656 4.496 1.345 0.0 -0.1 0.0
Cl 0.938 6.288 -6.621 0.0 0.4 0.2
Cl 8.308 3.095 7.317 0.0 0.0 0.0
Cl -8.855 0.200 -3.730 -0.3 -0.2 -0.3
Cl 1.958 7.114 -9.221 -0.1 0.1 0.0
Cl -1.882 1.224 2.931 0.2 -0.2 -0.1
Cl -4.013 5.716 5.243 0.0 0.0 0.0
Cl 2.480 8.575 4.840 0.1 0.2 0.2
Cl -0.381 -7.267 -0.985 0.1 -0.3 -0.7
Cl 0.365 2.597 -10.750 0.0 0.0 0.0
Cl 2.947 1.914 -9.604 0.0 0.0 0.0
Cl -3.551 -1.098 3.452 0.0 0.0 0.0
Cl 2.404 5.290 6.568 0.0 0.1 0.1
S -4.009 -3.339 -0.304 0.8 0.0 0.3
Si -4.909 2.150 -1.968 -1.3 -0.4 0.4
O 0.337 -3.327 1.257 -0.3 0.0 -0.7
O 1.199 0.065 -6.337 -0.2 -0.9 0.2
O -0.637 -1.187 -6.842 0.8 0.6 0.2
O -3.951 0.768 -1.918 0.0 1.1 -0.8
N -2.574 -3.598 0.454 0.0 0.1 -0.1
N 2.715 -0.869 2.672 -0.2 0.5 -0.2
N -3.576 -2.277 -1.470 0.4 -1.0 1.0
C 7.733 2.978 8.982 0.0 0.2 0.0
C 0.560 -1.106 -6.690 -0.9 -1.1 -0.1
C 0.836 0.464 -4.998 0.4 0.5 0.4
C -8.029 -0.922 -4.816 0.0 0.0 0.1
C -1.434 -1.191 -1.994 -0.8 -0.2 -1.2
C 2.269 -5.217 3.091 0.1 1.4 -0.5
C -2.646 0.928 -2.460 0.8 -0.8 0.3
C 0.958 -3.281 4.307 0.7 0.7 0.3
C -2.129 -0.404 -3.118 0.1 0.5 1.0
C -4.519 3.429 -0.636 0.1 0.2 -0.1
C 0.518 -1.790 -0.564 -0.8 0.0 -0.2
C 4.576 -6.842 7.971 0.0 0.1 -0.1
C 1.444 -2.348 -6.848 0.9 0.9 0.0
C 2.331 -3.896 3.932 0.3 -0.7 1.5
C 1.979 0.057 1.779 0.4 0.4 0.0
C 3.165 4.094 7.626 0.0 -0.2 -0.1
C -1.994 -7.817 -0.570 -0.2 0.1 0.2
C -0.826 6.947 1.966 0.1 -0.2 -0.1
C 1.992 -1.586 -0.236 0.0 0.0 0.0
C -0.114 -1.052 -1.684 0.7 0.1 0.8
C -4.583 5.015 3.726 0.1 -0.1 0.0
C -0.238 -2.664 0.187 0.6 0.0 -0.1
C -1.640 -2.840 -0.117 -2.0 -0.2 -1.9
C 0.934 -4.607 0.938 -1.1 -0.6 1.3
C 1.271 2.353 -9.253 0.0 0.0 0.0
C -0.487 -5.756 -8.296 0.0 -0.1 0.0
C 0.951 -0.668 -3.959 0.0 1.0 0.7
C 1.013 -6.983 1.842 0.2 0.6 1.2
C 2.326 -0.163 0.299 0.0 0.1 0.2
C -6.679 1.552 -1.624 0.6 0.1 0.1
C 2.071 10.287 4.643 0.0 0.0 -0.1
C 0.983 -5.450 2.262 1.0 -1.4 -1.1
C 1.360 7.661 -7.655 0.1 0.0 0.0
C 0.735 -0.058 -2.516 -0.8 -1.2 -0.4
C -3.121 0.144 2.274 0.0 0.0 -0.1
C -4.961 3.012 -3.650 0.4 0.1 0.4
C -2.294 -2.082 -1.250 3.1 -0.2 0.0
C 2.765 4.367 3.102 0.0 -0.1 -0.1
C 3.029 -4.282 5.292 -0.6 -0.2 -0.5
H 0.464 8.246 -7.820 0.0 0.0 0.0
H -4.006 0.735 2.063 0.0 0.0 0.0
H 0.670 -2.492 3.598 -0.2 -0.6 0.0
H 2.509 -5.190 5.645 0.4 0.3 0.1
H -0.965 -4.787 -8.384 0.0 0.0 0.0
H -4.778 3.065 0.374 0.3 0.1 -0.4
H 4.888 -7.368 8.865 0.0 0.0 0.0
H 0.162 -4.020 4.476 0.2 0.2 -0.3
H 1.931 -4.500 0.477 -0.3 0.1 0.2
H 2.618 5.356 3.522 0.0 0.0 0.0
H 1.566 1.239 -4.708 -0.2 -0.2 -0.3
H 2.283 1.083 2.066 -0.4 -0.2 -0.5
H 1.709 0.100 -2.047 -0.4 0.3 -0.3
H 3.096 -5.154 2.351 -0.3 -0.3 0.3
H -0.004 -7.396 1.866 0.4 0.1 -0.5
H 1.987 10.726 5.629 0.0 0.0 0.0
H 1.570 -7.518 2.633 -0.2 0.1 -0.4
H -5.655 4.880 3.796 0.0 0.0 0.0
H 3.000 -3.159 3.468 -0.7 -0.1 -0.2
H 1.092 -2.764 5.277 -0.2 -0.2 -0.4
H 2.883 -3.522 6.075 0.3 -0.1 -0.4
H -6.807 1.265 -0.567 0.0 0.0 -0.4
H 0.889 -0.008 1.938 0.4 -0.3 0.0
H -8.575 -0.954 -5.751 0.0 0.0 0.0
H 3.698 -0.811 2.401 -0.1 -0.1 0.1
H -5.341 2.352 -4.443 0.3 0.3 0.2
H 3.407 0.029 0.167 -0.3 -0.1 0.0
H 0.814 1.535 -8.707 0.0 0.0 0.0
H -7.361 2.398 -1.821 0.1 -0.4 0.0
H -2.592 -7.815 -1.473 0.0 0.0 0.1
H 2.318 -2.311 0.526 -0.3 0.3 -0.2
H 2.674 -0.434 3.593 0.1 -0.4 0.0
H -2.958 -1.002 -3.521 0.2 0.4 0.1
H 7.989 1.997 9.361 0.0 0.0 0.0
H -1.445 -0.144 -3.932 -0.3 -0.2 0.2
H 1.802 0.628 -0.262 0.2 -0.3 0.2
H 1.551 -7.165 0.904 -0.3 0.0 0.2
H -0.151 0.956 -5.012 0.2 -0.4 0.0
H -6.927 0.700 -2.277 0.1 0.5 0.5
H 1.978 -1.064 -3.976 -0.4 -0.2 -0.3
H -1.467 7.429 2.696 0.0 0.0 0.0
H 0.257 -5.159 0.269 0.3 0.5 0.0
H -2.537 1.772 -3.166 -0.4 -0.3 0.1
H -5.175 4.300 -0.831 0.2 -0.3 0.1
H 2.586 -1.830 -1.138 -0.2 0.3 0.3
H 0.194 -1.454 -4.080 0.5 0.1 -0.3
H 4.104 -4.488 5.168 -0.3 -0.1 0.1
H 2.531 -6.063 3.746 -0.5 0.2 -0.2
H 0.142 0.872 -2.572 0.6 -0.1 0.0
H 2.466 -2.078 -6.537 -0.3 -0.2 -0.2
H -1.966 1.122 -1.605 -0.2 0.2 -0.4
H 3.908 4.604 8.227 0.0 0.0 -0.1
H 0.046 -5.318 2.817 0.4 0.3 -0.1
H -5.633 3.880 -3.546 0.2 -0.3 -0.1
H 1.105 -3.193 -6.224 -0.2 0.5 -0.4
H 1.483 -2.620 -7.916 -0.2 -0.1 0.5
H -3.484 3.810 -0.645 -0.3 -0.2 0.1
H -3.961 3.414 -3.885 -0.4 -0.2 -0.3
```
Positions in Å, forces in eV/Å.

Computed properties:
2S+1: 1
HOMO, Eh: -0.30537
HOMO-LUMO gap, eV: 8.0
E_LUMO, eV: -0.27

Löwdin atomic charge list, values in e, 8 entries: atom 1 (Cl): 0.546, atom 2 (Cl): 0.526, atom 3 (Cl): 0.517, atom 4 (Cl): 0.539, atom 5 (Cl): 0.511, atom 6 (Cl): 0.534, atom 7 (Cl): 0.474, atom 8 (Cl): 0.530

2.
Molecular formula: C39H60AsGe2NO2PtSi3
Method: DFT, ωB97M-V/def2-TZVPD

```
109
Properties=species:S:1:pos:R:3:forces:R:3
Pt 0.259 0.551 1.746 0.9 1.7 -1.6
As 1.474 2.325 2.923 -0.4 0.0 0.0
Ge -1.012 2.014 -3.477 -0.1 -0.1 -0.4
Ge 1.441 -1.631 1.739 0.4 -1.0 1.7
Si 0.019 -3.575 1.993 -0.1 0.2 -0.8
Si 2.313 -1.808 4.091 -0.3 0.5 -0.9
Si 3.380 -1.908 0.367 -0.3 0.5 -0.2
O 1.117 1.927 0.263 -0.5 -0.2 0.1
O -1.058 1.594 -0.019 0.2 0.6 0.3
N -1.117 -0.206 2.664 -0.6 -0.6 1.2
C -0.339 3.196 -6.054 0.0 -0.1 0.0
C -2.534 -0.796 0.757 0.1 0.2 0.5
C 2.991 -2.156 -1.421 -0.2 0.0 -0.4
C -2.224 -0.549 -3.491 0.1 -0.1 0.1
C -2.814 2.724 -3.334 -0.3 0.1 0.0
C 1.429 2.400 4.845 -0.1 -0.4 0.2
C 0.690 4.044 2.525 -0.3 -0.1 -0.2
C 0.137 3.210 -7.359 0.0 0.0 0.1
C -0.415 2.002 -5.325 0.1 0.1 -0.3
C 3.279 2.660 2.365 0.1 -0.2 -0.3
C 0.555 2.026 -7.956 0.0 0.0 0.0
C -3.473 2.683 -2.098 0.0 0.1 -0.1
C 3.579 -0.457 4.311 0.3 -0.1 0.5
C -5.476 3.567 -3.104 0.0 0.0 0.0
C 4.417 -0.388 0.591 0.2 0.4 0.0
C 3.192 -3.344 4.636 0.1 -0.3 0.2
C 0.233 3.202 -2.553 0.1 -0.1 0.4
C 0.828 -1.466 5.163 -0.1 0.0 0.4
C 0.493 0.834 -7.246 0.0 0.0 0.1
C -2.448 -1.889 -3.189 0.1 0.1 0.0
C -0.540 -1.864 -1.727 0.3 0.5 -0.5
C -2.330 -0.384 2.115 -0.1 -0.1 -0.4
C -4.837 3.609 -4.335 0.1 0.0 0.0
C -0.312 -0.526 -2.039 -0.1 -0.1 -0.3
C -4.792 3.105 -1.984 0.0 0.0 0.0
C -3.513 3.190 -4.450 -0.1 0.0 0.2
C 0.009 0.822 -5.941 0.0 0.2 -0.1
C -4.722 -0.419 2.476 -0.1 -0.1 -0.2
C -0.105 3.515 -1.081 0.2 0.0 -0.3
C -1.151 0.152 -2.923 -0.1 -0.2 0.1
C -1.600 -2.550 -2.306 -0.1 0.1 -0.2
C -1.493 -3.427 3.047 -0.3 0.1 0.3
C 1.027 -4.981 2.661 0.3 -0.3 0.1
C -4.895 -0.799 1.136 -0.1 0.0 0.1
C -3.458 -0.222 2.968 0.2 0.0 0.0
C -3.808 -0.993 0.281 0.0 0.0 0.1
C 4.276 -3.405 0.970 0.1 -0.4 0.2
C -0.486 -4.030 0.261 -0.5 -0.5 0.1
C -0.046 2.283 -0.236 0.3 -0.4 0.0
H -2.952 2.309 -1.220 -0.1 0.0 -0.1
H -3.286 -2.412 -3.634 0.1 0.0 0.0
H -0.038 -0.117 -5.401 0.0 0.0 0.0
H 3.827 0.515 0.402 0.1 -0.1 -0.1
H 4.815 -0.335 1.607 0.0 0.0 -0.1
H 3.253 0.479 3.889 0.0 0.3 -0.1
H 0.346 -2.399 5.472 0.0 0.1 0.0
H -1.666 -0.949 0.129 -0.1 0.0 0.0
H 0.538 -0.019 -1.589 -0.1 0.0 0.0
H 2.186 3.110 5.173 0.0 0.0 0.0
H 3.223 3.070 1.359 0.0 0.0 0.0
H -1.010 -4.994 0.257 0.1 0.1 0.0
H 0.393 -4.124 -0.386 -0.1 -0.1 0.0
H -1.756 -3.600 -2.083 0.0 0.1 0.0
H -3.028 3.219 -5.420 0.0 0.0 0.0
H 0.977 -5.017 3.750 0.0 0.0 -0.1
H -0.657 4.132 -5.602 0.0 0.0 0.0
H 2.544 -4.210 4.748 0.1 0.0 0.0
H 4.530 -0.734 3.847 -0.1 0.0 0.0
H 0.822 -0.089 -7.709 0.0 0.0 0.0
H 1.250 2.816 -2.655 0.0 0.0 0.1
H -1.983 -4.408 3.047 0.1 0.1 0.0
H -3.965 -1.297 -0.747 0.0 0.0 0.1
H -2.204 -2.694 2.667 0.0 -0.2 0.0
H 0.090 -0.857 4.641 -0.1 0.0 0.1
H 0.441 2.755 5.131 0.0 0.0 0.0
H 3.774 -0.295 5.381 0.0 0.0 -0.1
H 0.109 -2.370 -1.026 0.1 0.4 -0.4
H -5.899 -0.956 0.759 0.1 0.0 0.0
H -1.118 3.913 -1.019 0.0 0.0 0.0
H -2.892 -0.045 -4.184 0.0 0.0 0.1
H 5.181 -3.519 0.361 -0.1 0.0 0.1
H 3.931 -2.293 -1.968 -0.1 0.0 0.0
H 0.594 4.248 -0.678 0.0 0.1 -0.1
H 3.890 1.766 2.350 0.1 -0.1 0.1
H 0.587 -5.910 2.279 0.1 0.1 0.0
H 4.005 -3.618 3.966 0.0 0.0 0.0
H 3.698 3.391 3.054 0.0 0.0 0.0
H 2.079 -4.959 2.365 -0.1 -0.1 0.1
H -3.282 0.068 3.997 0.0 0.0 -0.1
H -6.507 3.888 -3.016 0.0 0.0 0.0
H 3.632 -3.128 5.618 0.0 0.0 -0.1
H 2.380 -3.052 -1.573 0.1 0.1 -0.1
H 2.458 -1.308 -1.862 0.1 -0.1 0.0
H -5.370 3.962 -5.211 0.0 0.0 0.0
H 0.926 2.034 -8.974 0.0 0.0 0.0
H 1.131 -0.942 6.079 -0.1 -0.1 -0.1
H -5.291 3.072 -1.021 0.0 0.0 0.0
H -0.395 4.003 2.603 0.0 0.0 0.0
H 0.969 4.332 1.516 0.0 0.0 0.0
H 0.185 4.129 -3.125 0.1 0.0 0.0
H -1.256 -3.164 4.080 -0.1 0.0 0.0
H 1.081 4.765 3.240 0.0 0.0 0.0
H 3.675 -4.313 0.852 0.1 0.1 0.0
H 0.185 4.142 -7.910 0.0 0.0 0.0
H -1.151 -3.278 -0.176 0.1 -0.6 0.5
H 1.604 1.428 5.297 0.0 0.0 0.0
H 5.262 -0.391 -0.106 -0.1 0.0 0.1
H -5.582 -0.288 3.118 0.0 0.0 0.0
H 4.575 -3.326 2.014 0.1 0.0 0.0
```
Positions in Å, forces in eV/Å.

Computed properties:
<S²>: 0.831
Net charge: +1
2S+1: 2
HOMO (alpha / beta), Eh: -0.37883 / -0.38516
Energy above the lowest of the compared OMol25 structures with the same formula, charge and spin, kcal per mole: 102.0
HOMO-LUMO gap (alpha / beta), eV: 5.5 / 5.5
E_LUMO (alpha / beta), eV: -4.78 / -5.00

Löwdin atomic charge list, values in e, 8 entries: atom 1 (Pt): 0.915, atom 2 (As): 1.054, atom 3 (Ge): 1.005, atom 4 (Ge): 0.606, atom 5 (Si): 0.305, atom 6 (Si): 0.333, atom 7 (Si): 0.282, atom 8 (O): -0.260

Which value of 2S+1 does entry 2 give? 2

Which formula does entry 2 have? C39H60AsGe2NO2PtSi3

2S+1 of number 1 (C39H58Cl39N3O4SSi)? 1

What is the formula in the second record? C39H60AsGe2NO2PtSi3